(1)
Molecular formula: C5H11NO
Method: DFT, ωB97M-V with the def2-TZVPD basis set

Output
- ΔE to the lowest compared entry with this formula, charge and spin (kcal per mole) = 235.60
- HOMO-LUMO gap (Ha) = 0.2060
- LUMO energy (Ha) = -0.06509
- energy (a.u.) = -326.755899

Each line ends with the Löwdin charge.
Positions of all 18 atoms, in Å:
C  0.865  0.590  -1.522  -0.06
N  0.303  -0.243  -0.416  -0.12
C  0.030  0.453  0.783  -0.47
C  -0.041  -0.234  2.041  0.15
C  -1.469  0.367  1.083  -0.23
C  -2.372  0.324  -0.044  0.04
H  0.362  1.519  -1.631  0.07
H  0.639  0.207  -2.430  0.05
H  1.930  0.752  -1.381  0.10
H  -0.641  -0.701  -0.594  0.12
H  0.397  1.509  0.795  0.17
H  0.742  -0.891  2.466  0.06
H  -1.807  1.141  1.700  0.07
H  -2.898  1.247  -0.654  0.13
H  -2.737  -0.643  -0.492  0.06
H  1.721  -1.230  -0.229  -0.02
H  2.413  -2.407  0.609  0.01
O  2.561  -1.760  -0.083  -0.12

Force components x, y, z for each atom (eV/Å):
C -0.38 0.10 2.85
N 0.30 -1.02 -1.45
C 0.80 1.24 0.78
C -0.75 1.60 0.25
C -0.94 0.56 -1.43
C -1.24 -0.82 -0.74
H -0.46 1.45 0.64
H -0.13 -2.08 -2.82
H 0.01 -0.15 -0.03
H 2.41 0.64 -0.80
H -0.71 -0.51 -0.07
H -1.16 -1.40 -1.13
H 0.24 1.75 0.88
H 1.01 -1.99 2.80
H 0.84 0.93 0.11
H 0.52 -0.93 0.53
H -0.27 0.11 -0.02
O -0.07 0.51 -0.37

***

(2)
Molecular formula: C5H11NO
Method: DFT, ωB97M-V with the def2-TZVPD basis set

Output
- ΔE to the lowest compared entry with this formula, charge and spin (kcal per mole) = 39.92
- HOMO-LUMO gap (Ha) = 0.3344
- SMILES = C=C(N)CCCO
- LUMO energy (Ha) = 0.03222
- energy (a.u.) = -327.067723

Each line ends with the Löwdin charge.
Positions of all 18 atoms, in Å:
C  -1.782  -0.506  -0.593  -0.28
O  -2.368  -0.427  0.696  -0.07
C  -0.701  0.532  -0.886  -0.17
C  0.167  0.905  0.348  -0.18
C  1.321  -0.017  0.549  -0.44
C  1.313  -1.059  1.401  0.04
N  2.363  0.137  -0.379  0.08
H  -1.376  -1.515  -0.682  0.12
H  -2.533  -0.395  -1.381  0.11
H  -2.768  0.451  0.750  0.09
H  -1.209  1.486  -1.087  0.11
H  -0.078  0.229  -1.724  0.11
H  -0.495  0.908  1.216  0.10
H  0.493  1.953  0.303  0.11
H  0.420  -1.254  1.970  0.06
H  2.124  -1.759  1.239  0.05
H  2.513  1.011  -0.821  0.07
H  2.595  -0.678  -0.919  0.09

Force components x, y, z for each atom (eV/Å):
C 0.39 -0.51 -0.44
O -0.09 0.47 -0.29
C -0.01 1.16 1.28
C -0.35 0.29 0.44
C -0.08 -0.64 0.01
C -0.02 0.76 -1.40
N 0.07 -0.77 0.46
H 0.01 0.00 0.15
H -0.18 -0.15 0.05
H -0.07 -0.19 0.22
H 0.01 -0.24 -0.60
H -0.11 0.09 -0.17
H 0.13 -0.27 0.10
H 0.18 -0.18 -0.41
H 0.13 -0.24 0.23
H -0.07 -0.22 0.74
H -0.17 0.50 -0.39
H 0.22 0.15 0.01

***

(3)
Molecular formula: C5H11NO
Method: DFT, ωB97M-V with the def2-TZVPD basis set

Output
- ΔE to the lowest compared entry with this formula, charge and spin (kcal per mole) = 46.93
- HOMO-LUMO gap (Ha) = 0.4135
- SMILES = CC[C@@H](C)N=C=O.[H][H]
- LUMO energy (Ha) = 0.03530
- energy (a.u.) = -327.056564

Each line ends with the Löwdin charge.
Positions of all 18 atoms, in Å:
C  -0.215  -0.953  -1.834  -0.10
C  0.725  -0.912  -0.631  -0.22
C  0.078  -0.355  0.634  -0.42
C  1.012  -0.351  1.831  -0.06
N  -0.355  1.011  0.384  0.06
C  -1.515  1.215  0.063  -0.42
O  -2.631  1.390  -0.234  0.17
H  -1.122  -1.527  -1.609  0.08
H  -0.522  0.054  -2.139  0.07
H  0.274  -1.421  -2.694  0.07
H  1.078  -1.921  -0.392  0.11
H  1.610  -0.307  -0.867  0.12
H  -0.821  -0.938  0.869  0.14
H  1.314  -1.376  2.063  0.08
H  1.907  0.243  1.617  0.08
H  0.518  0.078  2.707  0.08
H  -0.352  2.853  0.217  0.07
H  -0.980  3.217  0.013  0.07

Force components x, y, z for each atom (eV/Å):
C -0.03 -0.01 -0.01
C 0.10 -0.13 0.02
C 0.08 -0.50 0.08
C 0.08 -0.09 0.06
N -0.74 -0.29 -0.15
C -0.39 -0.93 -0.01
O 0.68 0.24 0.15
H 0.13 0.07 -0.03
H 0.07 -0.17 0.05
H -0.07 0.06 0.13
H 0.01 0.04 -0.09
H -0.12 -0.08 0.07
H 0.21 -0.30 0.04
H 0.03 0.11 0.03
H -0.14 -0.09 0.00
H 0.07 -0.09 -0.14
H -0.36 1.28 -0.22
H 0.38 0.89 0.02

***

(4)
Molecular formula: C5H11NO
Method: DFT, ωB97M-V with the def2-TZVPD basis set

Output
- ΔE to the lowest compared entry with this formula, charge and spin (kcal per mole) = 52.44
- HOMO-LUMO gap (Ha) = 0.3528
- SMILES = C/C=C(C)/N=C\O.[H][H]
- LUMO energy (Ha) = 0.03124
- energy (a.u.) = -327.047785

Each line ends with the Löwdin charge.
Positions of all 18 atoms, in Å:
C  -1.797  0.321  -1.343  -0.09
C  -0.692  -0.296  -0.534  -0.14
C  0.182  0.263  0.319  -0.40
C  0.226  1.689  0.798  -0.03
N  1.140  -0.561  0.973  0.06
C  2.047  -1.109  0.276  -0.26
O  2.276  -0.982  -1.043  0.04
H  -1.804  1.414  -1.331  0.07
H  -1.695  0.001  -2.388  0.07
H  -2.779  -0.034  -1.008  0.08
H  -1.192  -1.622  2.541  0.03
H  -0.613  -1.379  -0.637  0.11
H  1.572  -0.413  -1.405  0.10
H  1.154  2.189  0.493  0.08
H  -0.624  2.283  0.454  0.07
H  0.223  1.676  1.893  0.08
H  -0.457  -1.633  2.412  0.01
H  2.773  -1.776  0.737  0.13

Force components x, y, z for each atom (eV/Å):
C -0.02 0.10 0.01
C 0.16 0.00 0.12
C -0.20 -0.01 -0.20
C -0.06 0.02 -0.03
N 0.29 -0.16 -0.27
C -0.11 0.04 0.35
O -0.14 0.11 -0.06
H 0.05 -0.15 0.08
H -0.04 0.11 0.15
H 0.14 0.07 -0.01
H 0.02 -0.06 0.04
H 0.06 0.11 -0.05
H 0.05 -0.10 0.01
H -0.13 -0.12 0.00
H 0.11 -0.13 -0.02
H -0.03 0.01 -0.16
H -0.12 0.02 0.04
H -0.05 0.13 -0.01

***

(5)
Molecular formula: C5H11NO
Method: DFT, ωB97M-V with the def2-TZVPD basis set

Output
- ΔE to the lowest compared entry with this formula, charge and spin (kcal per mole) = 49.06
- HOMO-LUMO gap (Ha) = 0.3259
- SMILES = N/C=C\CCCO
- LUMO energy (Ha) = 0.03415
- energy (a.u.) = -327.053170

Each line ends with the Löwdin charge.
Positions of all 18 atoms, in Å:
C  0.308  -0.699  2.273  -0.26
O  -0.452  -1.816  1.723  -0.09
C  0.058  0.611  1.518  -0.18
C  0.342  0.384  0.010  -0.22
C  -0.931  0.106  -0.779  -0.12
C  -0.859  0.261  -2.145  -0.21
N  0.323  0.540  -2.810  0.05
H  0.133  -0.757  3.353  0.11
H  1.371  -0.967  2.109  0.11
H  0.020  -1.942  0.887  0.06
H  0.757  1.341  1.925  0.11
H  -0.963  0.905  1.717  0.10
H  0.792  1.254  -0.470  0.10
H  1.107  -0.409  -0.054  0.11
H  -1.873  0.333  -0.326  0.08
H  -1.714  -0.010  -2.760  0.11
H  1.221  0.676  -2.419  0.06
H  0.363  0.190  -3.750  0.08

Force components x, y, z for each atom (eV/Å):
C 0.47 -1.28 -0.38
O 0.77 0.91 -0.12
C 0.55 -0.84 0.24
C -0.93 0.19 0.51
C 1.18 1.27 -2.11
C 0.50 -1.15 2.26
N -1.16 -0.43 -1.47
H -0.17 0.65 -0.26
H -0.19 0.25 0.34
H -0.69 -0.44 -0.01
H -0.14 0.23 0.08
H -0.24 0.41 -0.19
H 0.25 0.30 0.42
H -0.23 0.00 -0.30
H -0.52 -0.74 0.40
H 0.15 0.62 -0.11
H 0.31 -0.09 0.85
H 0.10 0.16 -0.13

***

(6)
Molecular formula: C5H11NO
Method: DFT, ωB97M-V with the def2-TZVPD basis set

Output
- ΔE to the lowest compared entry with this formula, charge and spin (kcal per mole) = 68.85
- HOMO-LUMO gap (Ha) = 0.3818
- SMILES = C[C@H]1CN1CCO
- LUMO energy (Ha) = 0.04071
- energy (a.u.) = -327.021626

Each line ends with the Löwdin charge.
Positions of all 18 atoms, in Å:
C  -1.407  1.110  -1.245  -0.06
C  -0.872  0.419  0.021  -0.25
C  -1.445  -0.822  0.533  -0.16
N  -0.117  -0.989  0.048  -0.10
C  1.043  -1.003  0.979  -0.16
C  1.996  0.029  0.306  -0.25
O  1.637  0.133  -1.063  -0.11
H  -0.757  1.912  -1.624  0.07
H  -2.393  1.579  -1.051  0.08
H  -1.560  0.384  -2.044  0.08
H  -0.524  1.167  0.750  0.14
H  -2.167  -1.293  -0.117  0.11
H  -1.567  -0.908  1.596  0.11
H  0.749  -0.735  2.006  0.11
H  1.548  -1.990  1.043  0.12
H  1.906  1.007  0.809  0.11
H  3.041  -0.283  0.375  0.10
H  0.947  -0.553  -1.133  0.04

Force components x, y, z for each atom (eV/Å):
C 0.18 -0.39 0.14
C 0.39 -0.01 0.02
C -0.62 -0.30 0.34
N -0.28 1.39 0.01
C -0.19 0.47 -0.41
C 0.13 0.07 0.18
O 1.18 0.17 0.07
H 0.05 -0.43 0.24
H 0.47 -0.36 0.19
H 0.05 -0.02 -0.06
H 0.08 -0.75 -0.09
H -0.41 -0.23 0.30
H -0.44 -0.20 0.40
H 0.14 0.17 -0.23
H -0.72 0.33 -0.37
H -0.03 -0.19 -0.27
H -0.02 -0.02 0.18
H 0.03 0.30 -0.64

***

What did the fifth record say?
Molecular formula: C5H11NO
Method: DFT, ωB97M-V with the def2-TZVPD basis set

Output
- ΔE to the lowest compared entry with this formula, charge and spin (kcal per mole) = 49.06
- HOMO-LUMO gap (Ha) = 0.3259
- SMILES = N/C=C\CCCO
- LUMO energy (Ha) = 0.03415
- energy (a.u.) = -327.053170

Each line ends with the Löwdin charge.
Positions of all 18 atoms, in Å:
C  0.308  -0.699  2.273  -0.26
O  -0.452  -1.816  1.723  -0.09
C  0.058  0.611  1.518  -0.18
C  0.342  0.384  0.010  -0.22
C  -0.931  0.106  -0.779  -0.12
C  -0.859  0.261  -2.145  -0.21
N  0.323  0.540  -2.810  0.05
H  0.133  -0.757  3.353  0.11
H  1.371  -0.967  2.109  0.11
H  0.020  -1.942  0.887  0.06
H  0.757  1.341  1.925  0.11
H  -0.963  0.905  1.717  0.10
H  0.792  1.254  -0.470  0.10
H  1.107  -0.409  -0.054  0.11
H  -1.873  0.333  -0.326  0.08
H  -1.714  -0.010  -2.760  0.11
H  1.221  0.676  -2.419  0.06
H  0.363  0.190  -3.750  0.08

Force components x, y, z for each atom (eV/Å):
C 0.47 -1.28 -0.38
O 0.77 0.91 -0.12
C 0.55 -0.84 0.24
C -0.93 0.19 0.51
C 1.18 1.27 -2.11
C 0.50 -1.15 2.26
N -1.16 -0.43 -1.47
H -0.17 0.65 -0.26
H -0.19 0.25 0.34
H -0.69 -0.44 -0.01
H -0.14 0.23 0.08
H -0.24 0.41 -0.19
H 0.25 0.30 0.42
H -0.23 0.00 -0.30
H -0.52 -0.74 0.40
H 0.15 0.62 -0.11
H 0.31 -0.09 0.85
H 0.10 0.16 -0.13

***

- Look up the energy of the fifth one.
  -327.053170 a.u.